P) Density functional theory data (ωB97M-V/def2-TZVPD) for C4H4OS in the gas phase.

Geometry as XYZ:
```
10
Properties=species:S:1:pos:R:3
C -0.254 1.044 0.093
C 0.950 0.384 0.624
C -1.135 0.548 -0.853
C 1.031 -0.866 0.995
O 0.855 -2.035 0.485
S -0.946 -1.002 -1.634
H -0.618 1.973 0.491
H 1.457 1.126 1.326
H -1.970 1.074 -1.093
H 0.629 -2.245 -0.433
```

Summary:
HOMO-LUMO gap (alpha / beta) = 8.5 / 6.8 eV
LUMO (alpha / beta) = 0.544 / -2.181 eV
HOMO energy (alpha / beta) = -7.9 / -9.0 eV
Multiplicity = 3

Q) Density functional theory data (ωB97M-V/def2-TZVPD) for C4H4OS in the gas phase.

Geometry as XYZ:
```
10
Properties=species:S:1:pos:R:3
C 0.717 -0.818 0.009
C 1.115 0.589 0.091
C -0.562 -1.197 -0.158
C 0.254 1.533 -0.054
O -2.546 0.111 0.776
S -1.797 0.051 -0.499
H 1.575 -1.492 0.125
H 2.127 0.855 0.448
H -1.045 -2.162 -0.583
H 0.161 2.529 -0.154
```

Summary:
HOMO-LUMO gap (alpha / beta) = 6.9 / 8.0 eV
LUMO (alpha / beta) = -0.191 / -1.573 eV
HOMO energy (alpha / beta) = -7.1 / -9.5 eV
Multiplicity = 3

The data favor P); the next most stable structure lies 96.7 kJ/mol above it.

P) Density functional theory data (ωB97M-V/def2-TZVPD) for 2 unconnected molecules or ions with the total composition C7H13O.

Geometry as XYZ:
```
21
Properties=species:S:1:pos:R:3
C -1.926 0.737 1.858
O -2.904 1.397 2.525
C -1.386 1.648 0.634
C -0.086 1.007 -0.003
C -0.173 -0.407 -0.738
C 1.797 -1.443 0.499
C 1.164 -1.098 -0.731
C 1.556 -1.599 -1.976
H -1.075 0.338 2.542
H -2.322 -0.250 1.421
H -2.220 1.757 -0.146
H -1.181 2.693 0.888
H 0.381 1.752 -0.678
H 0.663 0.796 0.761
H -0.477 -0.523 -1.784
H -0.903 -0.917 -0.088
H 2.888 -1.646 0.263
H 1.458 -0.839 1.473
H 1.653 0.415 -1.863
H 0.662 -1.576 -2.758
H 2.430 -2.243 -2.099
```

Summary:
HOMO-LUMO gap = 4.0 eV
LUMO = 1.786 eV
HOMO energy = -2.2 eV
Net charge = -1

Q) Density functional theory data (ωB97M-V/def2-TZVPD) for 2 unconnected molecules or ions with the total composition C7H13O.

Geometry as XYZ:
```
21
Properties=species:S:1:pos:R:3
C 2.541 -0.042 0.710
O 3.172 -1.144 1.074
C 1.018 -0.319 0.470
C 0.169 0.802 0.048
C -1.198 0.732 -0.095
C -1.889 1.925 -0.263
C -1.852 -0.628 -0.087
C -1.564 -1.375 -1.421
H 2.930 0.431 -0.221
H 2.517 0.800 1.467
H 0.626 -0.575 1.465
H 0.949 -1.182 -0.199
H -1.484 3.835 -1.446
H 0.527 1.814 -0.137
H -2.975 1.843 -0.319
H -1.426 2.950 -0.751
H -1.487 -1.315 0.673
H -2.936 -0.626 0.029
H -2.209 -1.026 -2.228
H -0.539 -1.210 -1.746
H -1.689 -2.443 -1.275
```

Summary:
HOMO-LUMO gap = 4.9 eV
LUMO = 1.850 eV
HOMO energy = -3.0 eV
Net charge = -1

R) Density functional theory data (ωB97M-V/def2-TZVPD) for a gas-phase ion, C7H13O (charge -1).

Geometry as XYZ:
```
21
Properties=species:S:1:pos:R:3
C -2.265 1.454 1.436
O -2.241 0.160 2.121
C -1.051 1.601 0.531
C -1.092 0.851 -0.808
C -0.378 -0.388 -1.035
C 3.127 -1.848 -0.469
C 1.649 -1.796 -0.843
C 0.935 -0.640 -0.580
H -2.367 2.174 2.254
H -3.218 1.445 0.896
H -0.129 1.426 1.091
H -0.981 2.682 0.317
H -0.858 1.648 -1.578
H -2.141 0.800 -1.183
H -1.403 -0.264 1.842
H -0.858 -1.295 -1.389
H 3.435 -2.741 0.100
H 3.400 -0.972 0.111
H 3.777 -1.864 -1.351
H 1.278 -2.593 -1.462
H 1.381 0.159 -0.001
```

Summary:
HOMO-LUMO gap = 4.6 eV
LUMO = 3.898 eV
HOMO energy = -0.7 eV
Net charge = -1

The data favor R); the next most stable structure lies 368.0 kJ/mol above it.

P) Density functional theory data (ωB97M-V/def2-TZVPD) for a molecular structure, C43H60BaCl3GeN5O5SSi3.

Geometry as XYZ:
```
122
Properties=species:S:1:pos:R:3
Ba 0.292 0.423 0.155
Cl -1.487 -1.202 2.400
C -3.073 -0.535 2.568
C -3.707 -0.727 3.782
C -4.966 -0.196 4.000
C -5.573 0.531 2.987
C -4.929 0.703 1.777
Cl -5.774 1.619 0.567
C -3.649 0.168 1.487
S -2.908 0.335 -0.057
H -3.207 -1.294 4.557
H -5.472 -0.349 4.944
H -6.554 0.964 3.132
C 0.921 7.394 0.921
O 1.239 7.776 -0.407
C 0.618 7.154 -1.458
C 0.253 7.994 -2.504
C -0.320 7.497 -3.660
C -0.553 6.133 -3.766
C -0.208 5.291 -2.726
C 0.399 5.776 -1.562
N 0.773 4.903 -0.519
C 1.047 3.553 -0.663
N 1.790 3.261 -1.746
C 2.063 2.068 -2.471
C 1.613 0.788 -2.123
C 1.988 -0.221 -3.026
C 2.743 -0.003 -4.170
C 3.152 1.284 -4.488
C 2.793 2.317 -3.646
O 3.142 3.637 -3.932
C 2.696 4.106 -5.195
N 0.763 2.698 0.270
C -0.207 2.939 1.248
C 0.053 2.572 2.567
C -0.944 2.613 3.530
C -2.221 3.021 3.185
C -2.505 3.396 1.877
C -1.515 3.353 0.909
O -1.712 3.670 -0.398
C -3.040 3.912 -0.826
H 1.131 8.262 1.543
H 1.535 6.560 1.267
H -0.139 7.140 1.027
H 0.446 9.052 -2.386
H -0.595 8.170 -4.462
H -1.018 5.722 -4.654
H -0.409 4.231 -2.797
H 0.416 5.128 0.395
H 2.142 4.072 -2.236
H 1.660 -1.238 -2.820
H 3.010 -0.832 -4.819
H 3.733 1.490 -5.379
H 3.410 3.865 -5.988
H 2.595 5.189 -5.127
H 1.729 3.667 -5.452
H 1.057 2.249 2.824
H -0.722 2.299 4.542
H -3.013 3.038 3.923
H -3.515 3.679 1.612
H -2.975 4.098 -1.897
H -3.466 4.791 -0.331
H -3.677 3.045 -0.644
O 3.346 -2.520 0.836
H 2.927 -1.786 1.334
H 3.934 -2.084 0.211
Cl 0.230 -2.440 -0.404
C -2.463 -3.008 -3.056
Si -1.172 -4.380 -2.954
C 0.262 -4.030 -4.139
C -1.975 -6.015 -3.498
Ge -0.391 -4.557 -0.677
Si -2.163 -4.816 0.955
C -2.920 -6.541 0.698
C -3.507 -3.523 0.662
C -1.508 -4.732 2.730
Si 1.626 -5.812 -0.228
C 3.046 -5.260 -1.339
C 1.200 -7.620 -0.636
C 2.125 -5.641 1.580
H -2.698 -2.754 -4.091
H -2.109 -2.103 -2.556
H -3.388 -3.312 -2.562
H -0.064 -4.086 -5.180
H 1.070 -4.751 -3.996
H 0.670 -3.032 -3.966
H -2.384 -5.929 -4.508
H -2.791 -6.295 -2.828
H -1.249 -6.831 -3.500
H -3.283 -6.656 -0.327
H -3.763 -6.710 1.371
H -2.184 -7.329 0.879
H -4.163 -3.818 -0.161
H -3.069 -2.556 0.397
H -4.123 -3.377 1.553
H -1.105 -5.694 3.054
H -2.305 -4.448 3.420
H -0.715 -3.988 2.816
H 2.831 -5.430 -2.396
H 3.970 -5.784 -1.085
H 3.213 -4.192 -1.190
H 0.915 -7.719 -1.687
H 0.359 -7.973 -0.033
H 2.047 -8.284 -0.452
H 2.514 -4.632 1.733
H 2.910 -6.351 1.852
H 1.279 -5.790 2.254
N 3.664 1.202 6.740
C 4.148 1.529 5.465
O 5.135 2.268 5.373
C 3.460 0.954 4.343
C 3.847 1.305 3.014
C 3.206 0.770 1.940
N 2.173 -0.134 2.021
C 1.832 -0.500 3.293
C 2.405 -0.007 4.427
H 4.040 1.792 7.463
H 2.680 1.014 6.828
H 4.659 2.007 2.879
H 3.495 1.042 0.927
H 1.059 -1.259 3.358
H 2.067 -0.388 5.383
```

Summary:
HOMO-LUMO gap (alpha / beta) = 4.7 / 7.1 eV
LUMO (alpha / beta) = 2.154 / 2.153 eV
HOMO energy (alpha / beta) = -2.5 / -4.9 eV
Multiplicity = 2
Net charge = -1

Q) Density functional theory data (ωB97M-V/def2-TZVPD) for a molecular structure, C43H60BaCl3GeN5O5SSi3.

Geometry as XYZ:
```
122
Properties=species:S:1:pos:R:3
Ba 0.663 1.281 -1.026
Cl 0.297 3.221 -3.765
C -1.269 4.008 -3.883
C -1.410 4.888 -4.940
C -2.623 5.530 -5.129
C -3.668 5.268 -4.260
C -3.488 4.381 -3.214
Cl -4.860 4.106 -2.172
C -2.281 3.709 -2.956
S -2.073 2.655 -1.597
H -0.572 5.058 -5.600
H -2.752 6.227 -5.946
H -4.630 5.745 -4.376
C 6.529 -2.563 -1.344
O 6.149 -3.801 -0.722
C 5.164 -4.515 -1.356
C 5.457 -5.768 -1.868
C 4.463 -6.515 -2.485
C 3.173 -6.012 -2.578
C 2.865 -4.774 -2.037
C 3.856 -4.013 -1.422
N 3.594 -2.782 -0.803
C 2.864 -1.719 -1.310
N 2.629 -1.804 -2.643
C 1.516 -1.419 -3.465
C 0.525 -0.528 -3.093
C -0.463 -0.299 -4.082
C -0.474 -0.941 -5.307
C 0.544 -1.832 -5.638
C 1.550 -2.062 -4.719
O 2.620 -2.907 -4.948
C 2.556 -3.756 -6.069
N 2.535 -0.719 -0.562
C 2.819 -0.840 0.827
C 1.947 -1.525 1.667
C 2.221 -1.673 3.016
C 3.381 -1.125 3.544
C 4.259 -0.441 2.723
C 3.993 -0.295 1.364
O 4.972 0.290 0.604
C 4.603 1.375 -0.248
H 7.580 -2.639 -1.623
H 6.390 -1.744 -0.638
H 5.929 -2.373 -2.234
H 6.474 -6.127 -1.782
H 4.698 -7.490 -2.892
H 2.391 -6.589 -3.053
H 1.854 -4.391 -2.083
H 4.085 -2.602 0.059
H 3.170 -2.525 -3.096
H -1.262 0.411 -3.879
H -1.261 -0.746 -6.026
H 0.549 -2.322 -6.601
H 2.618 -3.191 -7.004
H 1.630 -4.339 -6.069
H 3.410 -4.426 -5.994
H 1.049 -1.940 1.232
H 1.527 -2.210 3.649
H 3.602 -1.229 4.598
H 5.171 -0.001 3.105
H 5.511 1.959 -0.389
H 3.832 1.991 0.220
H 4.253 1.009 -1.216
O -2.292 -0.862 -1.536
H -2.486 0.056 -1.784
H -1.436 -1.024 -1.966
Cl -1.009 0.311 1.297
C -4.066 -3.269 3.192
Si -3.347 -2.469 1.645
C -1.642 -3.161 1.287
C -4.504 -2.739 0.198
Ge -3.087 -0.154 2.120
Si -4.776 1.261 1.215
C -5.176 0.828 -0.559
C -6.250 0.771 2.293
C -4.364 3.068 1.431
Si -2.463 0.261 4.381
C -1.051 -0.922 4.779
C -3.921 -0.066 5.524
C -1.863 2.026 4.533
H -4.269 -4.327 3.001
H -5.003 -2.803 3.498
H -3.372 -3.210 4.032
H -1.683 -4.250 1.205
H -0.932 -2.900 2.072
H -1.277 -2.752 0.345
H -4.642 -3.813 0.047
H -4.097 -2.286 -0.705
H -5.489 -2.307 0.387
H -5.129 -0.243 -0.749
H -4.486 1.337 -1.230
H -6.187 1.179 -0.789
H -6.509 -0.282 2.172
H -7.119 1.357 1.982
H -6.086 0.964 3.353
H -3.494 3.343 0.834
H -4.186 3.330 2.474
H -5.206 3.667 1.069
H -1.352 -1.968 4.704
H -0.695 -0.742 5.797
H -0.217 -0.751 4.098
H -4.224 -1.113 5.517
H -4.792 0.541 5.279
H -3.623 0.189 6.546
H -1.145 2.283 3.752
H -1.355 2.151 5.494
H -2.681 2.746 4.495
N 1.435 7.427 3.394
C 1.456 6.079 3.817
O 1.422 5.839 5.031
C 1.550 5.079 2.795
C 1.483 3.697 3.131
C 1.518 2.745 2.158
N 1.635 2.998 0.820
C 1.754 4.321 0.506
C 1.716 5.347 1.404
H 1.084 8.012 4.138
H 0.956 7.585 2.520
H 1.396 3.411 4.170
H 1.457 1.696 2.439
H 1.889 4.553 -0.549
H 1.850 6.354 1.031
```

Summary:
HOMO-LUMO gap (alpha / beta) = 4.3 / 7.2 eV
LUMO (alpha / beta) = 2.035 / 2.032 eV
HOMO energy (alpha / beta) = -2.2 / -5.2 eV
Multiplicity = 2
Net charge = -1

The data favor Q); the next most stable structure lies 70.9 kJ/mol above it.

P) Density functional theory data (ωB97M-V/def2-TZVPD) for C7H11NO in the gas phase.

Geometry as XYZ:
```
20
Properties=species:S:1:pos:R:3
C -1.405 -0.545 -0.275
C -1.888 0.705 0.168
C -2.208 -1.640 -0.341
C 0.023 -0.552 -0.619
C 0.865 0.520 0.086
C 2.125 0.633 -0.877
C 1.408 0.067 1.440
N -2.920 1.277 0.367
O 0.088 1.596 0.208
H -2.057 -2.757 -0.650
H -3.335 -1.624 -0.006
H 0.440 -1.487 -0.342
H 0.125 -0.538 -1.732
H 1.952 0.903 -1.979
H 2.719 -0.284 -0.853
H 2.749 1.429 -0.369
H 1.838 1.059 1.802
H 2.197 -0.627 1.401
H 0.589 -0.300 2.091
H -3.305 2.164 0.478
```

Summary:
HOMO-LUMO gap (alpha / beta) = 8.1 / 8.1 eV
LUMO (alpha / beta) = -0.365 / -0.365 eV
HOMO energy (alpha / beta) = -8.5 / -8.5 eV

Q) Density functional theory data (ωB97M-V/def2-TZVPD) for C7H11NO in the gas phase.

Geometry as XYZ:
```
20
Properties=species:S:1:pos:R:3
C 1.258 1.470 -0.746
C 0.008 1.069 0.061
C 0.262 1.302 1.556
O -1.112 1.834 -0.373
C -0.336 -0.351 -0.203
C 0.412 -1.786 0.606
C -0.250 -2.772 0.002
N -1.162 -2.333 -0.925
C -1.194 -0.964 -1.022
H 1.607 2.456 -0.444
H 2.054 0.750 -0.584
H 1.015 1.490 -1.805
H -0.582 0.937 2.136
H 0.395 2.365 1.752
H 1.157 0.775 1.867
H -0.919 2.764 -0.212
H 1.164 -1.730 1.355
H -0.149 -3.835 0.154
H -1.752 -2.942 -1.465
H -1.878 -0.501 -1.711
```

Summary:
HOMO-LUMO gap = 9.2 eV
LUMO = 0.949 eV
HOMO energy = -8.2 eV
SMILES = CC(C)(O)c1cc[nH]c1

R) Density functional theory data (ωB97M-V/def2-TZVPD) for a molecular structure, C7H11NO.

Geometry as XYZ:
```
20
Properties=species:S:1:pos:R:3
C 1.762 -0.297 -0.019
C 0.694 -1.504 -0.153
C -0.961 -1.470 -0.048
C -1.893 0.043 -0.179
C -0.646 0.871 -0.199
C 0.201 1.991 -0.629
C 1.189 1.020 0.511
H 0.994 -2.336 -0.990
H 0.908 -1.894 0.947
H -1.586 -2.152 -0.775
H -1.252 -1.765 1.071
H -2.472 0.008 -1.092
H -2.398 0.146 0.938
H 0.035 0.267 -0.926
H 0.118 3.085 -0.579
H 0.725 2.022 -1.697
H 1.646 1.846 1.178
H -0.108 -0.201 1.708
N 0.093 0.739 1.184
O 2.951 -0.418 -0.252
```

Summary:
HOMO-LUMO gap = 9.5 eV
LUMO = 0.685 eV
HOMO energy = -8.8 eV

The data favor Q); the next most stable structure lies 279.0 kJ/mol above it.

P) Density functional theory data (ωB97M-V/def2-TZVPD) for 2 unconnected molecules or ions with the total composition C7H11NO.

Geometry as XYZ:
```
20
Properties=species:S:1:pos:R:3
C 2.645 -0.121 0.243
C 1.350 -0.197 0.498
C 0.175 0.110 -0.335
N 0.024 -0.456 -1.583
C -1.079 0.144 -2.196
C -1.655 0.969 -1.275
C -0.855 0.969 -0.090
C -1.095 1.759 1.155
H 3.011 0.179 -0.738
H 3.418 -0.426 0.934
H 1.065 -0.470 1.516
H 0.832 -0.700 -2.135
H -1.442 -0.292 -3.112
H -2.524 1.582 -1.464
H -0.257 2.404 1.432
H -1.966 2.403 1.054
H -1.225 1.094 2.013
O 0.119 -2.957 1.649
H -0.648 -3.532 1.613
H 0.108 -2.464 0.821
```

Summary:
HOMO-LUMO gap = 9.0 eV
LUMO = 0.866 eV
HOMO energy = -8.1 eV
SMILES = C=Cc1[nH]ccc1C.O

Q) Density functional theory data (ωB97M-V/def2-TZVPD) for C7H11NO in the gas phase.

Geometry as XYZ:
```
20
Properties=species:S:1:pos:R:3
C -1.964 0.294 2.082
C -1.006 0.032 1.268
C 0.409 0.337 1.250
C 0.661 -0.516 -0.062
O 1.752 -1.318 0.078
C 0.487 0.103 -1.378
C 1.113 1.453 -1.631
N -0.977 0.130 -1.296
C -0.946 -0.676 -0.051
H -1.605 0.752 3.020
H -3.024 0.190 1.824
H 1.006 0.006 2.098
H 0.659 1.387 1.052
H 1.490 -1.770 0.993
H 0.904 -0.607 -2.091
H 0.532 2.011 -2.528
H 2.166 1.329 -1.869
H 1.112 2.228 -0.828
H -1.499 -0.378 -2.041
H -1.445 -1.673 -0.057
```

Summary:
HOMO-LUMO gap = 9.6 eV
LUMO = 0.790 eV
HOMO energy = -8.8 eV
SMILES = C=C1C[C@]2(O)[C@H](C)N[C@H]12

R) Density functional theory data (ωB97M-V/def2-TZVPD) for C7H11NO in the gas phase.

Geometry as XYZ:
```
20
Properties=species:S:1:pos:R:3
H -0.005 2.468 -1.826
N -0.394 1.587 -1.477
C -0.094 1.405 -0.241
C 0.997 2.162 0.461
C -1.156 0.643 0.723
O -1.133 0.921 1.914
C -1.688 -0.553 0.098
C 0.039 -1.203 0.055
C 0.848 -1.315 1.109
C 0.140 -2.081 -1.156
H 0.924 2.179 1.546
H 0.978 3.209 0.148
H 1.963 1.725 0.201
H -2.435 -1.076 0.693
H -1.914 -0.411 -0.956
H 1.623 -2.076 1.130
H 0.829 -0.619 1.940
H 0.035 -1.483 -2.063
H -0.640 -2.847 -1.130
H 1.084 -2.636 -1.168
```

Summary:
HOMO-LUMO gap = 9.7 eV
LUMO = 0.580 eV
HOMO energy = -9.1 eV
SMILES = [H]/N=C(\C)C(=O)CC(=C)C

The data favor P); the next most stable structure lies 194.5 kJ/mol above it.

P) Density functional theory data (ωB97M-V/def2-TZVPD) for C7H11NO in the gas phase.

Geometry as XYZ:
```
20
Properties=species:S:1:pos:R:3
C -0.275 -1.920 1.589
C 0.455 -0.913 1.147
C -0.281 0.275 0.692
O -1.632 0.379 0.952
C 0.409 1.602 1.614
N 0.975 2.370 2.246
C -0.102 0.775 -0.777
C -0.913 -0.108 -1.699
C 1.378 0.615 -1.173
H 0.068 -2.987 1.968
H -1.362 -1.863 1.449
H 1.438 -0.845 0.849
H -1.766 0.096 1.866
H -0.297 1.856 -0.844
H -0.577 -1.059 -1.636
H -0.656 0.135 -2.783
H -2.062 0.009 -1.603
H 1.726 -0.455 -1.152
H 1.928 1.253 -0.423
H 1.546 0.784 -2.281
```

Summary:
HOMO-LUMO gap = 11.1 eV
LUMO = 0.544 eV
HOMO energy = -10.6 eV
SMILES = C=C[C@@](O)(C#N)C(C)C

Q) Density functional theory data (ωB97M-V/def2-TZVPD) for C7H11NO in the gas phase.

Geometry as XYZ:
```
20
Properties=species:S:1:pos:R:3
C 1.331 1.396 0.398
C 0.077 1.158 1.273
C -0.974 0.370 0.626
C -1.256 0.421 -0.683
C -0.300 0.239 -1.788
C 0.492 -0.873 -1.754
N 0.398 -1.766 -0.783
C 0.153 -1.645 0.443
O -0.498 -2.538 1.211
H 0.999 1.757 -0.531
H 1.808 0.462 -0.014
H 1.976 2.174 0.871
H -0.370 2.064 1.524
H 0.539 0.683 2.167
H -1.897 0.375 1.246
H -2.238 0.336 -0.950
H -0.603 0.809 -2.654
H 0.871 -1.254 -2.659
H 0.551 -0.926 1.208
H -1.059 -3.242 0.848
```

Summary:
HOMO-LUMO gap = 8.9 eV
LUMO = 0.861 eV
HOMO energy = -8.0 eV
SMILES = CC\C=C/C=C\N=C\O

The data favor P); the next most stable structure lies 76.8 kJ/mol above it.